(1)
Here is a structure of composition C49H38ClI2N8O4RbS from OMol25. Energies are from the ωB97M-V functional and the def2-TZVPD basis.

Geometry (Å):
Rb (-0.7589, -2.4237, 0.6594)
C (3.6253, 8.8224, -8.2023)
O (4.2725, 8.5138, -6.9861)
C (3.7144, 7.5343, -6.2140)
C (2.6845, 6.6998, -6.6340)
C (2.1866, 5.7352, -5.7700)
C (2.6883, 5.5935, -4.4830)
C (3.7368, 6.4238, -4.0855)
C (4.2471, 7.3839, -4.9361)
C (2.0828, 4.5976, -3.5877)
N (1.0746, 3.8236, -3.9069)
C (0.8205, 3.0760, -2.7763)
C (1.6874, 3.4137, -1.7695)
N (2.4952, 4.3974, -2.2979)
C (1.6831, 2.7997, -0.4759)
C (2.5829, 3.0896, 0.5556)
C (2.4845, 2.4044, 1.7415)
C (1.4655, 1.4518, 1.8753)
N (0.6144, 1.1624, 0.9150)
C (0.7100, 1.8046, -0.2564)
C (-0.2242, 1.4192, -1.3308)
N (-1.0910, 0.4329, -1.0692)
C (-1.9055, 0.0235, -2.0176)
C (-1.9386, 0.6134, -3.2916)
C (-1.0702, 1.6371, -3.5719)
C (-0.1709, 2.0521, -2.5813)
H (4.1495, 9.6800, -8.6162)
H (2.5759, 9.0819, -8.0381)
H (3.6836, 7.9919, -8.9114)
H (2.2645, 6.7855, -7.6255)
H (1.3946, 5.0706, -6.0866)
H (4.1773, 6.3249, -3.1012)
H (5.0568, 8.0317, -4.6290)
H (3.2628, 4.8497, -1.8381)
H (3.3628, 3.8297, 0.4123)
H (3.1853, 2.5702, 2.5484)
H (1.3455, 0.8976, 2.7999)
H (-2.5641, -0.8006, -1.7511)
H (-2.6466, 0.2573, -4.0276)
H (-1.0506, 2.1270, -4.5369)
C (-3.6979, -0.9752, 3.5154)
N (-3.0794, -0.3973, 2.3467)
C (-2.1947, 0.6807, 2.7123)
C (-4.0560, 0.0244, 1.3559)
C (-4.7878, -1.1416, 0.7115)
C (-6.1801, -1.1095, 0.6957)
C (-6.9043, -2.1461, 0.1163)
C (-6.2073, -3.2122, -0.4341)
C (-4.8129, -3.2183, -0.3994)
C (-4.0194, -2.1967, 0.1657)
H (-4.2564, -0.2206, 4.1058)
H (-2.9357, -1.4282, 4.1526)
H (-4.3950, -1.7556, 3.2077)
H (-2.7300, 1.5242, 3.1973)
H (-1.6805, 1.0505, 1.8269)
H (-1.4415, 0.3134, 3.4141)
H (-3.5051, 0.5708, 0.5843)
H (-4.7874, 0.7258, 1.8113)
H (-6.7136, -0.2734, 1.1453)
H (-7.9896, -2.1218, 0.1028)
H (-6.7512, -4.0368, -0.8872)
H (-4.3220, -4.0824, -0.8474)
I (-2.1968, -4.9463, 5.6025)
C (-0.3259, -4.0487, 5.4154)
C (0.5873, -4.2022, 6.4555)
C (1.8379, -3.6461, 6.3835)
I (3.1367, -3.9331, 7.9993)
C (2.2297, -2.9084, 5.2359)
C (3.5042, -2.3253, 5.0636)
C (3.8091, -1.6760, 3.9023)
C (2.8254, -1.5853, 2.9044)
N (1.6220, -2.0844, 3.0388)
C (1.3016, -2.7519, 4.1727)
C (-0.0617, -3.3408, 4.2164)
O (-0.8615, -3.2142, 3.2719)
H (0.3013, -4.7723, 7.3296)
H (4.2339, -2.4064, 5.8593)
H (4.7888, -1.2456, 3.7382)
H (3.0456, -1.0930, 1.9628)
Cl (6.6771, 0.1188, 0.3188)
C (5.2980, -0.8408, -0.2031)
C (4.0718, -0.2218, -0.3638)
C (2.9874, -0.9891, -0.7663)
C (3.1239, -2.3476, -1.0241)
C (4.3713, -2.9382, -0.8610)
C (5.4649, -2.1945, -0.4410)
C (1.9140, -3.1653, -1.5086)
O (2.1763, -4.2591, -2.0286)
O (0.8001, -2.6172, -1.3343)
H (3.9656, 0.8351, -0.1586)
H (2.0069, -0.5471, -0.8902)
H (4.4588, -3.9959, -1.0722)
H (6.4362, -2.6514, -0.3036)
S (-3.2788, -7.1245, -0.3791)
C (-4.1998, -6.3357, 0.7530)
N (-3.5806, -5.3822, 1.5371)
C (-4.1987, -4.6252, 2.4524)
C (-5.5346, -4.7937, 2.6519)
C (-6.1523, -5.7535, 1.8274)
N (-5.5484, -6.4865, 0.9254)
H (-2.6001, -5.2262, 1.3473)
H (-3.5792, -3.9099, 2.9785)
H (-6.0792, -4.2088, 3.3746)
H (-7.2249, -5.9136, 1.9143)

Computed properties:
* Kohn-Sham gap: 0.159 hartree
* charge: -2

=====

(2)
Here is a structure of composition C49H38ClN5O6Te4Y from OMol25. Energies are from the ωB97M-V functional and the def2-TZVPD basis.

Geometry (Å):
Y (-0.3327, -0.7366, 0.8386)
C (-1.6590, -2.0421, -3.8916)
O (-2.5947, -2.5799, -2.9220)
C (-1.9995, -2.3324, -1.7357)
N (-0.7901, -1.9511, -1.7201)
C (-0.3357, -2.0489, -3.1240)
C (0.6454, -1.0157, -3.6136)
C (1.1758, -1.1852, -4.8937)
C (2.0886, -0.2777, -5.4053)
C (2.4928, 0.8074, -4.6351)
C (1.9688, 0.9778, -3.3653)
C (1.0409, 0.0747, -2.8583)
C (-2.8042, -2.6421, -0.5381)
C (-4.1007, -3.1288, -0.6325)
C (-4.7515, -3.4810, 0.5383)
C (-4.0864, -3.3801, 1.7483)
C (-2.7908, -2.8869, 1.7372)
N (-2.1780, -2.4944, 0.6231)
C (-1.9632, -2.7860, 2.9538)
N (-0.8068, -2.2669, 2.9621)
C (-0.2901, -2.4209, 4.3472)
C (-1.5167, -2.9091, 5.1280)
O (-2.4657, -3.2914, 4.0793)
C (0.4122, -1.1625, 4.8242)
C (-0.3559, -0.1082, 5.4765)
C (0.0745, 1.3222, 5.3641)
C (1.4731, 1.4899, 4.8893)
C (2.1764, 0.5295, 4.2968)
C (1.6381, -0.8326, 4.0054)
H (-1.9702, -1.0233, -4.1343)
H (-1.6845, -2.6735, -4.7746)
H (0.1417, -3.0345, -3.2081)
H (0.8852, -2.0447, -5.4903)
H (2.4917, -0.4226, -6.3999)
H (3.2093, 1.5176, -5.0288)
H (2.2559, 1.8294, -2.7609)
H (0.6110, 0.2598, -1.8849)
H (-4.5687, -3.2115, -1.6019)
H (-5.7703, -3.8443, 0.5037)
H (-4.5366, -3.6616, 2.6886)
H (0.4912, -3.1887, 4.3137)
H (-2.0034, -2.1472, 5.7318)
H (-1.3227, -3.7907, 5.7286)
H (-1.4237, -0.2603, 5.5711)
H (-0.0725, 1.8222, 6.3205)
H (1.9264, 2.4651, 5.0346)
H (3.1856, 0.7294, 3.9563)
H (1.3148, -0.8053, 2.9564)
Te (3.1606, -2.4056, 3.9832)
Te (0.7378, -1.2986, 7.0040)
Te (-1.3769, 2.4639, 4.1475)
Te (-2.6946, 0.6072, 2.7027)
N (-1.4128, 0.5036, -0.6053)
C (-1.9697, 1.3496, -1.3427)
C (-1.1329, 2.4319, -1.9751)
C (-1.0878, 2.6375, -3.3527)
C (-0.2114, 3.5636, -3.9026)
C (0.6311, 4.2962, -3.0778)
C (0.5991, 4.0903, -1.7038)
C (-0.2758, 3.1638, -1.1561)
C (-3.4583, 1.3227, -1.6067)
C (-4.2254, 0.4038, -0.8902)
C (-5.5936, 0.3104, -1.0756)
C (-6.2307, 1.1422, -1.9880)
C (-5.4877, 2.0827, -2.6848)
C (-4.1158, 2.1805, -2.4877)
H (-1.7190, 2.0449, -4.0057)
H (-0.1736, 3.6961, -4.9772)
H (1.3198, 5.0158, -3.5038)
H (1.2668, 4.6440, -1.0536)
H (-0.2960, 2.9765, -0.0878)
H (-3.7128, -0.2024, -0.1556)
H (-6.1688, -0.3972, -0.4895)
H (-7.3016, 1.0731, -2.1354)
H (-5.9774, 2.7553, -3.3787)
H (-3.5615, 2.9457, -3.0135)
O (1.8418, 0.0420, 0.2902)
C (1.6294, 1.1115, 0.9390)
O (0.6014, 1.2470, 1.6542)
C (2.5863, 2.2478, 0.8190)
C (2.3455, 3.4053, 1.5462)
C (3.1931, 4.5104, 1.4409)
C (4.2627, 4.3832, 0.5893)
O (5.2220, 5.3179, 0.2899)
C (6.1869, 4.6336, -0.5063)
O (5.6224, 3.3959, -0.9145)
C (4.5020, 3.2249, -0.1309)
C (3.6865, 2.1309, -0.0410)
H (1.4796, 3.4213, 2.1975)
H (3.0197, 5.4191, 2.0004)
H (7.0838, 4.4485, 0.0946)
H (6.4146, 5.2342, -1.3866)
H (3.8568, 1.2145, -0.5887)
Cl (2.0904, -6.3138, 2.0903)
C (2.1042, -4.9538, 1.0203)
C (2.9740, -4.8931, -0.0404)
C (2.9423, -3.7548, -0.8397)
C (2.0303, -2.7625, -0.5498)
N (1.1727, -2.8392, 0.4774)
C (1.2406, -3.8967, 1.2755)
H (3.6669, -5.7028, -0.2251)
H (3.6203, -3.6356, -1.6730)
H (1.9834, -1.8602, -1.1438)
H (0.5842, -3.9288, 2.1297)

Computed properties:
* Kohn-Sham gap: 0.170 hartree
* charge: -1

=====

(3)
Here is a structure of composition C49H40ClF5GeMnN3O4 from OMol25. Energies are from the ωB97M-V functional and the def2-TZVPD basis.

Geometry (Å):
Mn (0.6271, 2.0064, 0.9947)
Cl (2.1998, -3.9694, 4.9392)
C (1.6131, -2.4454, 4.3028)
C (0.2750, -2.0737, 4.5250)
C (-0.1942, -0.8842, 4.0472)
C (0.6272, 0.0219, 3.2974)
O (0.1370, 1.1029, 2.8598)
C (1.9905, -0.3841, 3.0971)
C (2.9534, 0.4057, 2.3893)
N (2.7456, 1.5408, 1.8147)
C (3.8173, 2.1992, 1.1976)
C (5.1460, 2.0320, 1.5054)
C (6.1520, 2.7322, 0.8087)
C (5.8376, 3.6211, -0.1767)
C (4.4786, 3.8656, -0.4871)
C (4.0683, 4.8058, -1.4601)
C (2.7399, 5.0213, -1.6730)
C (1.8056, 4.2911, -0.9096)
N (2.1535, 3.3976, -0.0246)
C (3.4708, 3.1648, 0.2026)
C (2.4468, -1.6179, 3.6078)
H (-0.3794, -2.7445, 5.0683)
H (-1.2292, -0.5963, 4.1913)
H (3.9481, -0.0497, 2.3290)
H (5.4374, 1.3652, 2.3058)
H (7.1880, 2.5604, 1.0732)
H (6.6091, 4.1614, -0.7120)
H (4.8216, 5.3514, -2.0172)
H (2.3886, 5.7376, -2.4031)
H (0.7426, 4.4486, -1.0399)
H (3.4788, -1.9067, 3.4422)
O (2.3622, 0.6314, -1.1155)
C (1.6190, -0.2233, -0.6097)
O (0.6553, 0.0020, 0.1898)
C (1.8281, -1.6763, -1.0015)
C (1.2687, -2.7010, -0.0255)
Ge (-0.6730, -2.9044, 0.0505)
C (-0.9215, -4.7507, 0.6890)
C (-1.7704, -5.6570, 0.0570)
C (-1.9344, -6.9470, 0.5479)
C (-1.2485, -7.3507, 1.6848)
C (-0.3959, -6.4618, 2.3261)
C (-0.2344, -5.1761, 1.8281)
C (-1.8550, -1.8178, 1.1639)
C (-2.0534, -0.4531, 0.9475)
C (-3.0041, 0.2471, 1.6780)
C (-3.7690, -0.4035, 2.6366)
C (-3.5790, -1.7568, 2.8660)
C (-2.6313, -2.4568, 2.1307)
C (-1.3981, -2.8512, -1.7774)
C (-2.6830, -2.3703, -2.0284)
C (-3.2157, -2.3810, -3.3125)
C (-2.4659, -2.8711, -4.3724)
C (-1.1854, -3.3567, -4.1410)
C (-0.6629, -3.3481, -2.8548)
H (2.8998, -1.8249, -1.1498)
H (1.3718, -1.7884, -1.9917)
H (1.6239, -2.5156, 0.9910)
H (1.6291, -3.6970, -0.3054)
H (-2.3140, -5.3535, -0.8316)
H (-2.6000, -7.6371, 0.0430)
H (-1.3773, -8.3551, 2.0697)
H (0.1436, -6.7644, 3.2154)
H (0.4333, -4.4931, 2.3457)
H (-1.4386, 0.0779, 0.2295)
H (-3.1288, 1.3062, 1.5123)
H (-4.5037, 0.1490, 3.2097)
H (-4.1655, -2.2711, 3.6182)
H (-2.4996, -3.5164, 2.3175)
H (-3.2756, -1.9771, -1.2092)
H (-4.2162, -2.0019, -3.4844)
H (-2.8767, -2.8758, -5.3746)
H (-0.5948, -3.7439, -4.9624)
H (0.3335, -3.7447, -2.6901)
F (-2.6851, 2.9311, 0.6751)
C (-1.9778, 3.9579, 1.2249)
C (-0.6263, 3.8310, 1.4512)
C (-0.0556, 4.9554, 2.0081)
F (1.2724, 4.9681, 2.3091)
C (-0.7374, 6.1229, 2.3111)
F (-0.1181, 7.1905, 2.8509)
C (-2.0931, 6.1887, 2.0533)
F (-2.7875, 7.3045, 2.3357)
C (-2.7254, 5.0906, 1.5027)
F (-4.0472, 5.1517, 1.2457)
O (-0.5962, 2.1096, -1.1500)
C (-1.1079, 2.3519, -2.2200)
C (-2.5137, 1.9302, -2.5464)
C (-2.3664, 0.4754, -3.0560)
C (-1.2801, 0.2223, -4.1194)
C (0.1739, 0.3678, -3.6271)
C (0.7200, 1.8077, -3.6217)
N (-0.3579, 2.7752, -3.3123)
H (-2.9452, 2.5717, -3.3195)
H (-3.1383, 1.9659, -1.6558)
H (-3.3322, 0.1483, -3.4482)
H (-2.1449, -0.1623, -2.1942)
H (-1.4557, 0.8546, -4.9997)
H (-1.4161, -0.8085, -4.4593)
H (0.8345, -0.2518, -4.2372)
H (0.2360, -0.0320, -2.6120)
H (1.1211, 2.0848, -4.5980)
H (1.5118, 1.8934, -2.8791)
H (-0.9543, 2.9037, -4.1177)

Computed properties:
* ⟨S²⟩: 8.75
* multiplicity: 6
* Kohn-Sham gap (spin up / spin down): 0.248 / 0.254 hartree
* charge: -1

=====

(4)
Here is a structure of composition C49H40NO2P3Re from OMol25. Energies are from the ωB97M-V functional and the def2-TZVPD basis.

Geometry (Å):
Re (0.2857, -0.3733, -0.0779)
C (-1.4007, -2.2582, 2.1085)
P (-1.1347, -2.3259, 0.3121)
C (-2.6186, -2.8738, -0.5345)
C (-2.8421, -4.2375, -0.7257)
C (-4.0024, -4.6590, -1.3544)
C (-4.9329, -3.7277, -1.7967)
C (-4.7083, -2.3700, -1.6135)
C (-3.5511, -1.9428, -0.9840)
C (0.1621, -3.5420, -0.0047)
C (0.6420, -3.6241, -1.3181)
C (1.6738, -4.4979, -1.6224)
C (2.2309, -5.2864, -0.6254)
C (1.7625, -5.2021, 0.6797)
C (0.7340, -4.3277, 0.9960)
C (-0.2458, -1.5115, 2.6896)
C (0.2762, -1.4728, 3.9312)
C (1.3494, -0.4987, 3.9348)
C (1.4488, 0.0114, 2.6924)
C (2.3150, 1.0821, 2.1101)
P (2.4135, 0.7535, 0.3183)
C (2.9572, 2.2213, -0.5536)
C (2.7914, 2.2595, -1.9387)
C (3.2753, 3.3376, -2.6607)
C (3.9179, 4.3797, -2.0017)
C (4.0774, 4.3454, -0.6238)
C (3.6038, 3.2631, 0.1043)
C (3.7001, -0.5014, 0.0953)
C (4.8500, -0.2326, -0.6453)
C (5.8186, -1.2134, -0.8002)
C (5.6513, -2.4585, -0.2127)
C (4.5087, -2.7312, 0.5273)
C (3.5293, -1.7628, 0.6756)
N (0.4829, -0.6198, 1.8524)
H (-1.5236, -3.2490, 2.5464)
H (-2.3387, -1.7110, 2.2564)
H (-2.1122, -4.9660, -0.3953)
H (-4.1783, -5.7153, -1.5049)
H (-5.8339, -4.0626, -2.2927)
H (-5.4307, -1.6469, -1.9683)
H (-3.3673, -0.8846, -0.8507)
H (0.1922, -3.0295, -2.1074)
H (2.0347, -4.5689, -2.6395)
H (3.0299, -5.9749, -0.8670)
H (2.1933, -5.8253, 1.4522)
H (0.3811, -4.2714, 2.0172)
H (-0.0546, -2.0524, 4.7786)
H (1.9554, -0.2267, 4.7844)
H (3.3023, 1.0959, 2.5717)
H (1.8569, 2.0698, 2.2325)
H (2.2924, 1.4435, -2.4510)
H (3.1586, 3.3644, -3.7359)
H (4.3020, 5.2186, -2.5669)
H (4.5832, 5.1551, -0.1152)
H (3.7489, 3.2382, 1.1772)
H (4.9977, 0.7392, -1.0971)
H (6.7098, -0.9989, -1.3740)
H (6.4142, -3.2167, -0.3282)
H (4.3796, -3.6987, 0.9929)
H (2.6473, -1.9956, 1.2621)
O (-1.0443, -1.3472, -3.4604)
C (-0.9497, -0.3971, -2.7488)
O (0.1491, -0.2129, -1.9559)
C (-1.9453, 0.7140, -2.6578)
C (-2.7303, 0.9013, -3.7905)
C (-3.6578, 1.9291, -3.8442)
C (-3.8109, 2.7787, -2.7589)
C (-3.0454, 2.5891, -1.6183)
C (-2.1132, 1.5532, -1.5461)
P (-1.2431, 1.4263, 0.0499)
C (-2.4639, 1.1354, 1.3559)
C (-3.8183, 0.9693, 1.0675)
C (-4.7215, 0.7133, 2.0892)
C (-4.2851, 0.6332, 3.4027)
C (-2.9381, 0.8019, 3.6978)
C (-2.0290, 1.0415, 2.6816)
C (-0.5333, 3.0724, 0.2770)
C (-0.5229, 3.7246, 1.5098)
C (0.0562, 4.9805, 1.6228)
C (0.6092, 5.5964, 0.5092)
C (0.5875, 4.9568, -0.7232)
C (0.0254, 3.6978, -0.8398)
H (-2.5899, 0.2355, -4.6312)
H (-4.2523, 2.0721, -4.7362)
H (-4.5238, 3.5912, -2.7964)
H (-3.1745, 3.2581, -0.7755)
H (-4.1809, 1.0412, 0.0517)
H (-5.7693, 0.5827, 1.8549)
H (-4.9934, 0.4412, 4.1975)
H (-2.5926, 0.7414, 4.7213)
H (-0.9798, 1.1435, 2.9309)
H (-0.9889, 3.2820, 2.3782)
H (0.0526, 5.4864, 2.5790)
H (1.0441, 6.5831, 0.5984)
H (1.0044, 5.4405, -1.5960)
H (0.0075, 3.2106, -1.8072)

Computed properties:
* ⟨S²⟩: 0.76
* multiplicity: 2
* Kohn-Sham gap (spin up / spin down): 0.236 / 0.252 hartree
* charge: +2

=====

In the order shown, the computed calculated total energy values come out to -4107.05854; -4186.09079; -6544.09285; -3198.40612 hartree.
In the order shown, the computed M values come out to 1209.69; 1427.63; 992.87; 953.99 g mol⁻¹.
In the order shown, the computed ΔE to the lowest compared entry with this formula, charge and spin values come out to 125.7; 39.8; 3.1; 0.0 kJ/mol.